No. 1
ORCA calculation (ωB97M-V/def2-TZVPD) on C2H6N4 in the gas phase.

Atoms and positions in Å:
N  0.09  -1.18  -1.05
N  0.22  -0.26  0.06
C  -0.96  -0.36  0.92
C  0.50  0.99  -0.62
N  -1.14  -1.19  1.83
N  1.66  1.47  -0.51
H  -0.83  -1.00  -1.46
H  1.08  -0.54  0.56
H  -0.35  -1.82  2.00
H  1.83  2.28  -1.09
H  -1.76  0.30  0.60
H  -0.34  1.32  -1.24

Calculated values
Charge   0
HOMO   -7.89 eV

No. 2
ORCA calculation (ωB97M-V/def2-TZVPD) on C2H6N4 in the gas phase.

Atoms and positions in Å:
H  3.08  -1.28  -0.02
N  2.78  -0.31  0.01
C  1.50  -0.35  0.00
N  0.71  0.79  0.08
C  -0.65  0.70  -0.07
N  -1.27  -0.41  -0.03
N  -2.66  -0.27  -0.01
H  0.85  -1.26  0.01
H  1.22  1.63  -0.10
H  -1.16  1.62  -0.27
H  -2.91  -1.13  -0.49
H  -3.09  -0.27  0.90

Calculated values
Charge   0
HOMO   -8.54 eV
SMILES string   [H]/N=C/N/C=N/N